{"formula": "C49H47N4O", "method": "wB97M-V/def2-TZVPD", "total_charge": 1, "homo_energy_ev": -7.60, "de_lowest_ev": 0.7785, "fmax_ev_per_a": 4.6, "orbital_gap_ev": 2.599, "e_tot_ev": -59576.88161, "elements": ["C", "C", "C", "C", "C", "C", "N", "C", "C", "C", "C", "C", "C", "C", "C", "C", "C", "O", "N", "C", "C", "C", "C", "C", "C", "C", "C", "C", "N", "C", "C", "C", "C", "C", "C", "C", "C", "C", "C", "H", "H", "H", "H", "H", "H", "H", "H", "H", "H", "H", "H", "H", "H", "H", "H", "H", "H", "H", "H", "H", "H", "H", "H", "H", "H", "H", "H", "H", "H", "H", "H", "H", "H", "H", "C", "N", "C", "C", "C", "C", "C", "C", "C", "C", "C", "C", "C", "C", "C", "H", "H", "H", "H", "H", "H", "H", "H", "H", "H", "H", "H"], "positions_angstrom": [[5.06049, 6.17639, 0.89938], [4.07455, 5.03759, 0.84547], [2.74431, 5.28265, 0.49946], [1.77681, 4.26436, 0.50436], [0.34621, 4.62454, 0.27142], [2.17989, 2.94530, 0.73585], [1.21751, 1.89027, 0.61124], [0.48817, 1.52853, -0.50303], [0.16492, 2.28349, -1.71662], [1.23483, 2.85685, -2.49108], [0.89254, 3.85695, -3.52042], [2.58996, 2.43035, -2.29848], [2.95623, 1.11248, -1.90701], [4.29538, 0.72031, -1.84975], [5.31498, 1.65448, -2.06632], [4.98530, 2.96503, -2.43173], [3.65621, 3.33736, -2.58997], [-1.03101, 2.42857, -2.07087], [-0.20076, 0.41890, -0.18487], [-1.26151, -0.22903, -0.89872], [-1.08723, -0.65878, -2.22777], [0.23514, -0.64803, -2.91176], [-2.19889, -1.11902, -2.94029], [-3.44279, -1.27296, -2.32604], [-4.59884, -1.85791, -3.09240], [-3.58938, -0.86401, -0.99573], [-2.51441, -0.34011, -0.26541], [-2.75426, 0.17782, 1.11271], [0.11994, -0.00424, 1.09364], [0.92544, 0.91154, 1.57588], [1.40641, 0.92975, 2.94043], [1.61069, -0.33786, 3.53300], [2.36144, -0.41729, 4.70619], [2.78952, 0.76390, 5.33690], [2.37622, 2.02242, 4.86292], [1.67230, 2.11293, 3.66624], [3.51556, 2.66749, 1.07589], [4.01844, 1.28476, 1.35305], [4.43804, 3.72459, 1.14715], [6.05391, 5.82268, 1.19886], [5.15571, 6.67007, -0.07893], [4.74385, 6.94848, 1.61699], [2.43136, 6.30197, 0.24679], [-0.33570, 3.85918, 0.65934], [0.12783, 5.56628, 0.79577], [0.12932, 4.78775, -0.79581], [1.74833, 4.05641, -4.18187], [0.05901, 3.47711, -4.12326], [0.58930, 4.80107, -3.04293], [2.16143, 0.38193, -1.71467], [4.52829, -0.32579, -1.61926], [6.35765, 1.35505, -1.97126], [5.76058, 3.71283, -2.60965], [3.37959, 4.35471, -2.90690], [0.17530, -1.21280, -3.84834], [0.53103, 0.37103, -3.19315], [1.02106, -1.10791, -2.30419], [-2.07887, -1.36927, -3.99820], [-5.47829, -1.94649, -2.44466], [-4.86683, -1.23546, -3.95838], [-4.34732, -2.85725, -3.47580], [-4.57283, -0.93394, -0.51977], [-3.68179, -0.25163, 1.50684], [-1.93887, -0.08130, 1.79586], [-2.87465, 1.27335, 1.10513], [1.23578, -1.22587, 3.01930], [2.60930, -1.39749, 5.12283], [3.42406, 0.70671, 6.23109], [2.61207, 2.93386, 5.42209], [1.34548, 3.07973, 3.26819], [5.03269, 1.15809, 0.94656], [4.06723, 1.08892, 2.43442], [3.38382, 0.52141, 0.89441], [5.47356, 3.51184, 1.43580], [-9.35989, 5.58485, 0.89269], [-8.29681, 4.67753, 0.47229], [-8.21975, 4.40018, -0.87967], [-9.15007, 4.98250, -1.76106], [-9.16578, 4.64506, -3.11342], [-8.30913, 3.61276, -3.55710], [-7.38085, 3.03167, -2.70061], [-7.21821, 3.48090, -1.35446], [-6.23337, 3.03857, -0.45017], [-6.56782, 3.03211, 0.91979], [-7.57211, 3.95298, 1.39877], [-7.82761, 4.07746, 2.78131], [-7.15020, 3.30005, 3.71392], [-6.31113, 2.26594, 3.24910], [-6.06171, 2.11267, 1.88765], [-9.35110, 5.73237, 1.97042], [-9.23115, 6.57152, 0.41628], [-10.34574, 5.17654, 0.61486], [-9.92557, 5.66132, -1.39515], [-9.89147, 5.11693, -3.78467], [-8.39906, 3.29057, -4.60331], [-6.74517, 2.21744, -3.04934], [-5.30654, 2.57984, -0.80515], [-8.60960, 4.73714, 3.16886], [-7.35289, 3.43896, 4.78436], [-5.86525, 1.59145, 3.99115], [-5.46160, 1.27475, 1.53284]], "atomic_forces_ev_per_a": [[0.19, 0.09, 0.00], [-0.29, -0.17, -0.06], [-0.27, -0.36, 0.20], [0.45, 0.30, -0.18], [-0.45, 0.46, -0.07], [0.78, 0.82, 0.02], [-0.93, -1.52, -0.08], [-0.65, -0.38, 0.85], [2.41, 2.11, -3.24], [-1.30, -1.62, 2.33], [-0.04, 0.17, -0.47], [1.60, -0.01, -0.10], [-0.04, 0.36, -0.30], [-0.05, 0.32, 0.25], [-0.14, -0.23, -0.04], [-0.30, 0.07, -0.05], [-0.41, -0.30, 0.26], [-1.06, -0.28, 1.02], [1.12, 0.28, 1.02], [-0.88, -0.37, -0.55], [-0.37, 0.04, 0.24], [0.28, 0.08, -0.58], [-0.03, -0.06, 0.52], [0.16, 0.34, 0.05], [-0.15, -0.03, -0.06], [0.39, -0.08, -0.17], [0.15, 0.09, -0.75], [-0.24, 0.12, 0.57], [0.26, 0.79, -0.07], [-0.74, 0.32, -1.34], [0.13, -0.51, 1.25], [0.55, 0.66, -0.01], [-0.20, 0.33, 0.07], [-0.13, 0.04, 0.03], [0.02, -0.36, 0.12], [0.02, -0.50, -0.51], [0.20, 0.18, -0.28], [0.26, -0.42, 0.10], [-0.33, 0.07, 0.01], [-0.20, 0.09, -0.07], [-0.04, -0.18, 0.22], [0.05, -0.26, -0.18], [0.06, -0.35, 0.18], [0.05, 0.17, -0.20], [0.00, -0.24, -0.12], [0.01, -0.20, 0.35], [-0.37, -0.03, 0.16], [0.00, 0.28, 0.07], [-0.13, -0.02, -0.29], [0.64, 0.31, -0.24], [0.02, 0.45, -0.02], [-0.21, 0.06, -0.09], [-0.11, -0.31, 0.05], [0.37, -0.53, 0.23], [-0.01, 0.01, 0.22], [0.05, -0.17, 0.19], [-0.16, 0.12, -0.06], [0.01, -0.08, 0.39], [0.11, -0.04, -0.19], [0.09, -0.13, 0.21], [-0.10, 0.27, 0.12], [0.33, -0.09, -0.07], [0.12, 0.04, -0.02], [-0.38, 0.14, -0.13], [0.17, -0.19, 0.00], [0.34, 0.26, 0.13], [-0.07, 0.41, -0.09], [-0.38, 0.01, -0.40], [-0.03, -0.42, -0.22], [0.32, -0.37, 0.15], [-0.36, 0.08, 0.09], [-0.04, 0.05, -0.21], [0.17, 0.06, 0.09], [-0.40, -0.02, -0.15], [-0.47, 0.68, 0.19], [0.16, -0.46, -0.21], [0.18, -0.34, 0.74], [-0.60, 0.23, -1.06], [0.19, -0.15, 1.30], [0.51, -0.40, -0.04], [0.19, 0.62, -0.77], [-0.58, 0.73, -0.10], [-1.03, -0.87, 0.15], [-0.42, 0.58, 0.60], [-0.25, 0.00, -0.68], [0.04, -0.16, 1.11], [-0.58, 0.32, -0.93], [0.44, -0.37, -0.62], [0.66, 0.28, 0.88], [0.05, 0.04, -0.43], [0.00, -0.47, 0.20], [0.42, 0.11, 0.13], [0.55, -0.25, -0.22], [0.37, -0.25, 0.28], [0.18, -0.04, 0.61], [-0.07, 0.31, 0.00], [-0.41, -0.26, 0.07], [0.59, -0.28, -0.25], [0.14, -0.12, -0.59], [-0.19, 0.16, -0.56], [0.05, 0.33, 0.14]]}